Entry 1:
114
Properties=species:S:1:pos:R:3:lowdin_spin:R:1 method="wB97M-V/def2-TZVPD" spin_multiplicity=4 mol_weight_g_mol=1251.2 homo_lumo_gap_ev="6.905 / 5.384" e_tot_ev=-394156.9192 total_charge=+1 s2=3.7789
Tc -0.307 1.137 0.518 0.826
Se 0.572 5.267 4.154 0.333
Sb -0.731 3.193 3.364 0.067
Se 1.179 2.335 1.829 0.071
Se -0.380 1.927 5.417 0.794
Se 0.857 6.333 2.219 0.678
C 1.835 1.400 -5.004 0.000
C 2.212 0.026 -4.467 0.000
C 1.013 -0.771 -3.962 -0.002
C 0.233 -0.111 -2.821 -0.006
Ge 1.267 0.094 -1.136 -0.010
C 2.054 -1.681 -0.770 -0.003
C 3.517 -1.774 -1.190 -0.001
C 4.158 -3.121 -0.866 0.000
C 3.527 -4.289 -1.610 0.000
H 2.681 1.883 -5.489 0.000
H 1.504 2.058 -4.199 0.000
H 1.030 1.329 -5.737 0.000
H 2.952 0.144 -3.672 0.000
H 2.699 -0.551 -5.256 0.000
H 1.341 -1.765 -3.649 0.000
H 0.331 -0.934 -4.803 0.000
H -0.627 -0.741 -2.571 0.000
H -0.195 0.835 -3.156 0.000
H 2.470 1.052 -1.369 0.002
H 1.445 -2.405 -1.313 0.000
H 1.958 -1.942 0.288 0.000
H 4.087 -0.977 -0.706 0.000
H 3.609 -1.598 -2.265 0.000
H 4.097 -3.301 0.213 0.000
H 5.222 -3.071 -1.108 0.000
H 2.497 -4.457 -1.294 0.000
H 4.075 -5.213 -1.436 0.000
H 3.518 -4.107 -2.685 0.000
N -0.573 -0.390 1.414 0.123
P -0.435 -1.894 1.947 0.037
N -0.757 -2.929 0.699 0.007
C -0.482 -4.360 0.927 0.001
C -1.149 -5.225 -0.133 0.000
C -0.847 -4.703 -1.529 0.000
C -1.289 -3.238 -1.684 0.000
C -1.723 -2.625 -0.357 0.000
N -1.496 -2.272 3.154 0.006
C -1.345 -1.733 4.506 0.002
C -1.543 -2.839 5.547 0.000
C -2.526 -3.891 5.026 0.000
C -3.553 -3.223 4.124 0.000
C -2.874 -2.689 2.858 0.001
N 1.065 -2.137 2.566 0.005
C 1.407 -3.329 3.361 0.001
C 2.221 -2.943 4.587 0.000
C 3.563 -2.325 4.181 0.000
C 3.439 -1.594 2.842 0.000
C 2.042 -1.035 2.632 0.000
H -0.832 -4.663 1.920 0.000
H 0.600 -4.517 0.895 0.000
H -2.227 -5.265 0.036 0.000
H -0.781 -6.245 -0.017 0.000
H -1.329 -5.333 -2.275 0.000
H 0.227 -4.785 -1.706 0.000
H -0.468 -2.652 -2.100 0.000
H -2.122 -3.156 -2.383 0.000
H -2.717 -2.997 -0.085 0.000
H -1.808 -1.538 -0.442 0.000
H -2.083 -0.934 4.648 0.003
H -0.371 -1.258 4.596 -0.001
H -1.928 -2.389 6.463 0.000
H -0.590 -3.303 5.803 0.000
H -3.011 -4.405 5.856 0.000
H -1.992 -4.657 4.454 0.000
H -4.040 -2.411 4.667 0.000
H -4.340 -3.918 3.832 0.000
H -3.450 -1.856 2.436 0.001
H -2.837 -3.481 2.112 0.000
H 1.982 -4.028 2.746 0.000
H 0.486 -3.832 3.650 0.000
H 2.372 -3.827 5.206 0.000
H 1.646 -2.237 5.187 0.000
H 4.326 -3.102 4.105 0.000
H 3.897 -1.636 4.956 0.000
H 3.667 -2.269 2.010 0.000
H 4.155 -0.774 2.782 0.000
H 1.999 -0.470 1.699 0.000
H 1.778 -0.338 3.437 0.001
O -0.863 2.530 -0.887 0.043
S 0.111 3.154 -1.933 0.009
C -0.976 3.728 -3.269 0.000
C -2.391 4.086 -2.927 0.000
C -2.837 5.383 -3.148 0.000
C -4.158 5.720 -2.898 0.000
C -5.039 4.762 -2.422 0.000
C -4.602 3.461 -2.216 0.000
C -3.285 3.121 -2.474 0.000
C 0.705 4.675 -1.116 0.002
C 0.105 5.978 -1.530 0.000
C 0.694 6.739 -2.534 0.000
C 0.154 7.964 -2.890 0.001
C -0.969 8.444 -2.230 0.000
C -1.556 7.692 -1.224 0.001
C -1.027 6.459 -0.880 0.004
H -0.933 2.905 -3.985 0.000
H -0.437 4.573 -3.701 0.000
H -2.150 6.132 -3.517 0.000
H -4.497 6.730 -3.076 0.000
H -6.069 5.025 -2.225 0.000
H -5.293 2.707 -1.864 0.000
H -2.955 2.100 -2.333 0.000
H 1.783 4.647 -1.282 0.000
H 0.525 4.467 -0.057 0.002
H 1.586 6.379 -3.031 0.000
H 0.618 8.551 -3.669 0.000
H -1.379 9.408 -2.495 0.000
H -2.430 8.062 -0.709 0.000
H -1.493 5.865 -0.104 0.003

Entry 2:
118
Properties=species:S:1:pos:R:3:mulliken_charge:R:1 method="wB97M-V/def2-TZVPD" mol_weight_g_mol=929.9 homo_lumo_gap_ev=3.121 e_tot_ev=-92086.5213 total_charge=-2 relative_energy_kcal_mol=0.0
Cs 0.144 0.403 0.170 2.749
C -1.881 -0.706 3.451 0.439
C -2.762 -1.254 2.483 0.491
C -3.403 -0.187 1.834 0.741
C -2.939 1.022 2.406 0.467
C -1.980 0.695 3.388 0.329
C -1.193 1.681 4.209 -1.059
C -3.366 2.385 1.967 -1.109
C -4.413 -0.264 0.722 -1.502
C -2.925 -2.719 2.180 -1.464
C -1.003 -1.512 4.369 -1.577
H -0.191 1.863 3.788 -0.150
H -1.057 1.332 5.241 0.424
H -1.707 2.647 4.255 0.372
H -2.908 2.637 1.014 -0.335
H -3.086 3.161 2.691 0.299
H -4.454 2.440 1.816 0.330
H -4.064 0.282 -0.162 0.093
H -5.376 0.175 1.016 0.297
H -4.596 -1.304 0.431 0.352
H -2.352 -3.016 1.292 -0.036
H -3.975 -2.980 1.998 0.406
H -2.573 -3.335 3.014 0.385
H -0.126 -1.924 3.845 0.021
H -1.544 -2.362 4.804 0.452
H -0.635 -0.900 5.199 0.355
C 3.730 2.077 4.891 -1.138
N 3.094 0.987 4.187 0.612
C 2.252 0.125 5.004 -0.827
P 2.850 0.990 2.539 -0.100
O 1.655 0.274 2.110 -1.086
O 2.817 2.599 2.237 1.009
P 2.019 3.324 1.010 -2.258
O 1.445 2.442 0.005 -0.589
N 3.176 4.353 0.400 0.689
C 4.039 5.123 1.264 -0.984
C 3.613 4.242 -0.986 -0.790
N 0.887 4.153 1.888 1.313
C -0.233 4.719 1.140 -0.562
C 1.170 4.822 3.136 -0.923
N 4.271 0.461 1.864 0.230
C 4.275 0.586 0.403 -0.845
C 5.539 0.823 2.463 -1.028
H 4.471 1.696 5.605 0.334
H 2.995 2.666 5.455 0.332
H 4.234 2.739 4.189 0.293
H 2.866 -0.513 5.650 0.361
H 1.643 -0.501 4.357 0.034
H 1.580 0.715 5.636 0.282
H 3.691 5.071 2.294 0.207
H 4.060 6.175 0.958 0.342
H 5.071 4.746 1.232 0.319
H 3.142 3.389 -1.475 0.018
H 4.698 4.085 -1.028 0.302
H 3.377 5.158 -1.541 0.240
H -0.476 4.096 0.279 -0.205
H -0.020 5.747 0.807 0.171
H -1.116 4.735 1.782 0.264
H 1.966 4.307 3.673 0.141
H 0.272 4.798 3.759 0.298
H 1.455 5.876 2.991 0.210
H 3.315 0.285 -0.013 -0.063
H 5.040 -0.065 -0.024 0.609
H 4.474 1.616 0.080 0.232
H 5.507 0.669 3.540 0.347
H 5.825 1.865 2.253 0.173
H 6.310 0.174 2.042 0.366
N -1.024 0.091 -2.523 0.058
C -0.004 0.098 -3.566 -0.860
C 1.064 1.156 -3.311 0.309
C 2.176 0.765 -2.308 0.477
O 3.219 1.450 -2.361 -0.874
O 1.955 -0.206 -1.534 -0.716
H -1.832 -0.438 -2.826 0.185
H -1.339 1.042 -2.317 -0.370
H -0.435 0.272 -4.568 0.417
H 0.472 -0.888 -3.586 0.259
H 0.594 2.074 -2.937 -0.350
H 1.572 1.406 -4.245 0.387
O 3.207 -2.558 -0.918 -0.779
H 2.938 -1.642 -1.165 0.416
H 2.353 -2.979 -0.783 0.276
C -3.138 3.604 -4.110 -1.700
C -2.520 4.393 -2.947 2.480
C -1.238 5.085 -3.431 -1.433
C -3.521 5.459 -2.477 -1.799
C -2.198 3.471 -1.839 -0.641
C -1.897 2.683 -0.940 -0.848
H -3.419 4.270 -4.937 0.426
H -4.028 3.073 -3.771 0.335
H -2.425 2.867 -4.482 0.245
H -1.447 5.780 -4.255 0.408
H -0.517 4.341 -3.773 0.233
H -0.780 5.641 -2.611 0.264
H -3.779 6.145 -3.294 0.410
H -3.096 6.039 -1.656 0.309
H -4.435 4.984 -2.118 0.351
S -1.068 -7.965 -2.761 -0.168
C -0.977 -6.369 -1.960 0.264
C 0.098 -6.052 -1.141 -0.571
C 0.137 -4.790 -0.568 -0.499
N -0.795 -3.862 -0.763 -0.087
C -1.813 -4.174 -1.557 -0.354
C -1.957 -5.408 -2.172 -0.478
C -0.360 -7.501 -4.326 0.367
C 1.014 -7.535 -4.534 -0.222
C 1.505 -7.172 -5.775 -0.335
N 0.744 -6.790 -6.800 -0.606
C -0.570 -6.742 -6.578 -0.351
C -1.167 -7.082 -5.378 -0.175
H 0.876 -6.779 -0.950 0.434
H 0.949 -4.509 0.096 0.623
H -2.559 -3.398 -1.691 0.415
H -2.815 -5.624 -2.795 0.386
H 1.680 -7.837 -3.737 0.337
H 2.572 -7.190 -5.969 0.348
H -1.172 -6.414 -7.419 0.346
H -2.240 -7.029 -5.252 0.355